Molecular formula: C10H18O15S3
Method: DFT, wB97M-V/def2-TZVPD

Summary:
Relative energy (zero: lowest compared OMol25 entry of this formula, charge and spin): 0.000 eV
Frontier orbital gap: 10.5736 eV
Calculated total energy: -73877.773 eV
Maximum force: 1.16 eV/A

Each line ends with the natural charge from an NBO analysis.
Positions of all 46 atoms, in Å:
H  1.417  1.917  -1.215  0.21
H  -4.439  0.432  3.101  0.21
S  3.554  -0.873  -1.883  2.56
O  -0.475  -2.296  -1.564  -0.89
H  -2.045  0.982  3.404  0.20
H  3.277  -2.461  -4.363  0.20
H  -4.912  -1.243  2.721  0.23
C  1.645  1.137  0.806  -0.13
C  1.644  2.283  -0.217  -0.10
O  -1.946  -0.960  -3.026  -0.70
O  -1.156  1.731  1.097  -0.94
C  4.915  -1.131  -3.937  -0.10
C  -1.768  -0.030  3.685  -0.09
H  0.988  0.328  0.488  0.22
O  4.402  -0.615  -0.780  -0.91
H  5.946  -1.153  -3.579  0.20
H  -0.904  -0.444  3.179  0.20
O  -3.385  -1.153  4.949  -0.50
H  2.587  2.825  -0.209  0.20
O  -2.650  -0.491  6.967  -0.58
O  -0.783  0.120  -1.306  -0.69
O  1.131  1.747  2.000  -0.68
C  -2.955  -1.007  3.578  0.07
O  4.147  -0.185  -3.196  -0.69
H  -1.341  0.735  -3.963  0.20
C  4.167  -2.435  -3.730  -0.10
C  -2.059  0.475  -3.190  -0.09
C  -2.524  -0.532  5.789  0.97
O  0.614  3.190  0.226  -0.70
H  -2.664  1.043  -1.188  0.22
O  -1.514  0.041  5.105  -0.50
O  2.182  -0.540  -1.796  -0.91
O  -0.378  3.633  2.438  -0.88
C  -4.091  -0.531  2.725  -0.63
S  -1.461  -1.303  -1.546  2.57
C  -1.768  1.046  -1.804  -0.13
H  -1.322  2.037  -1.795  0.22
H  4.749  -3.339  -3.877  0.22
O  -2.607  -1.439  -0.723  -0.92
O  3.721  -2.377  -2.361  -0.68
H  -2.568  -1.986  3.290  0.18
S  -0.116  2.609  1.511  2.57
H  -3.733  -0.386  1.703  0.23
H  4.918  -0.857  -4.989  0.21
H  -3.075  0.728  -3.490  0.20
H  2.637  0.726  0.966  0.23

Molecular formula: C10H18O2S
Method: DFT, wB97M-V/def2-TZVPD

Summary:
Structure (SMILES): C[C@@H]1C=CC(=O)O1.CCCCSC
Relative energy (zero: lowest compared OMol25 entry of this formula, charge and spin): 2.007 eV
Frontier orbital gap: 8.9531 eV
Calculated total energy: -25590.420 eV
Maximum force: 3.45 eV/A

Each line ends with the natural charge from an NBO analysis.
Positions of all 31 atoms, in Å:
H  -5.353  0.724  0.160  0.21
C  2.665  -0.001  -0.780  -0.41
C  5.073  -0.033  0.141  -0.61
C  -4.457  -1.295  0.329  -0.63
H  -1.647  1.127  -1.722  0.23
C  -2.282  1.233  0.494  0.77
H  5.217  -0.993  0.627  0.21
H  -3.487  -1.692  -0.139  0.22
H  -3.988  0.133  -2.258  0.23
H  3.246  0.587  1.235  0.20
H  -4.585  -1.316  1.432  0.24
H  -0.274  -1.233  1.878  0.23
H  5.529  0.064  -0.809  0.21
C  -2.400  0.886  -0.977  -0.30
C  -4.348  0.237  0.039  0.06
H  2.650  -0.986  -0.489  0.20
H  1.251  -0.362  1.603  0.23
C  3.702  0.656  0.239  -0.38
C  0.547  -1.216  1.163  -0.75
H  1.033  1.307  0.065  0.23
C  -3.637  0.420  -1.268  -0.20
O  -1.426  1.833  1.089  -0.58
H  3.136  -0.022  -1.839  0.20
H  -5.184  -1.775  -0.287  0.22
S  -0.082  -0.717  -0.492  0.20
O  -3.480  0.829  1.014  -0.50
H  0.811  1.013  -1.665  0.22
H  3.906  1.654  0.014  0.20
C  1.182  0.541  -0.741  -0.54
H  5.689  0.600  0.842  0.21
H  0.993  -2.200  1.100  0.22

Molecular formula: C10H18S
Method: DFT, wB97M-V/def2-TZVPD

Summary:
Relative energy (zero: lowest compared OMol25 entry of this formula, charge and spin): 4.779 eV
Frontier orbital gap: 7.8586 eV
Calculated total energy: -21491.978 eV
Maximum force: 4.29 eV/A

Each line ends with the natural charge from an NBO analysis.
Positions of all 29 atoms, in Å:
H  3.004  -1.872  -1.181  0.20
H  0.883  0.268  0.939  0.22
H  -2.779  -0.648  0.774  0.20
H  1.103  -1.834  -2.803  0.21
H  -1.258  -1.526  -3.054  0.20
H  -1.198  1.688  1.504  0.19
C  -1.506  0.056  -1.495  -0.38
C  -1.352  1.661  0.356  -0.57
H  1.406  2.316  2.852  0.17
H  3.310  -0.039  -1.278  0.22
H  -1.054  0.824  -2.137  0.20
H  1.026  1.744  5.695  0.04
H  -0.743  2.345  -0.112  0.21
C  -1.652  -0.649  0.911  -0.59
C  1.378  1.267  3.159  -0.48
C  2.668  -0.809  -0.735  -0.63
C  1.214  -0.669  -0.916  -0.01
H  -1.227  -0.300  1.776  0.21
H  3.001  -0.732  0.328  0.23
H  0.804  0.030  -2.796  0.21
H  -2.419  1.688  0.202  0.21
C  0.377  -0.108  0.008  -0.19
H  -1.276  -1.584  0.842  0.21
C  -1.061  0.234  -0.039  -0.12
H  -2.636  0.114  -1.539  0.21
H  -0.919  -2.123  -1.611  0.20
C  0.680  -0.933  -2.253  -0.44
C  -0.790  -1.197  -2.063  -0.40
S  1.015  0.788  4.668  0.27

Molecular formula: C10H18Si2
Method: DFT, wB97M-V/def2-TZVPD

Summary:
Spin multiplicity: 3
Frontier orbital gap (alpha / beta): 7.2012 / 7.1707 eV
Calculated total energy: -26412.150 eV
Maximum force: 0.85 eV/A
⟨S²⟩: 2.02

Each line ends with the natural charge from an NBO analysis.
Positions of all 30 atoms, in Å:
C  -1.029  -0.881  2.613  -1.09
H  1.265  1.419  2.000  -0.17
H  -0.732  4.028  -2.219  0.22
H  -0.129  -4.152  0.412  0.23
Si  -0.078  -1.760  1.215  1.53
C  0.327  1.717  -0.545  -0.25
H  -0.920  0.196  2.547  0.24
H  2.189  -0.693  1.320  0.24
H  -0.993  1.706  -3.635  0.20
H  2.319  -2.346  0.758  0.24
C  -0.625  -3.602  1.206  -1.08
H  0.497  3.409  -3.331  0.22
C  -1.144  -0.097  -2.650  -0.19
H  -0.388  -4.095  2.145  0.24
H  0.957  3.948  -1.704  0.22
C  0.189  3.447  -2.288  -0.62
C  -0.484  -0.960  -0.399  -0.26
H  -1.388  -2.066  -1.892  0.21
H  -0.671  -1.192  3.591  0.23
H  2.089  -2.020  2.465  0.23
H  2.544  2.833  0.563  -0.16
H  -1.651  -0.483  -3.526  0.21
H  -2.091  -1.107  2.566  0.24
C  -0.755  1.189  -2.712  -0.19
C  1.810  -1.699  1.466  -1.09
H  0.459  3.589  1.422  -0.16
H  -1.696  -3.690  1.049  0.23
C  -0.996  -1.086  -1.600  -0.35
Si  1.183  2.407  0.928  0.82
C  -0.059  2.042  -1.764  -0.17

Molecular formula: C10H19BBr2O3
Method: DFT, wB97M-V/def2-TZVPD

Summary:
Structure (SMILES): C#CB(OC[C@H](C)O)[C@@H](Br)[C@@H](C)Br.CCO
Frontier orbital gap: 10.5113 eV
Calculated total energy: -157581.378 eV
Maximum force: 1.20 eV/A

Each line ends with the natural charge from an NBO analysis.
Positions of all 35 atoms, in Å:
H  5.390  0.086  0.310  0.21
H  6.854  -0.025  -0.659  0.20
H  -3.683  0.649  -0.943  0.47
C  5.025  -0.036  -1.810  -0.06
C  -4.577  0.281  0.716  0.07
H  1.761  0.691  0.182  0.24
C  0.415  -2.327  1.504  -0.17
H  -3.159  1.494  1.854  0.19
H  1.010  -3.170  1.383  0.23
C  -3.578  0.499  1.860  -0.09
O  -2.585  -0.535  1.896  -0.67
C  5.827  -0.387  -0.570  -0.63
O  4.970  1.375  -2.007  -0.72
C  -4.674  -1.174  0.308  -0.63
C  -0.311  -1.375  1.592  -0.33
B  -1.382  -0.284  1.361  0.93
H  -5.555  0.543  1.091  0.18
H  1.765  0.747  -1.554  0.23
H  -5.614  -1.363  -0.180  0.22
H  5.854  -1.467  -0.412  0.21
H  -3.849  -1.401  -0.349  0.21
C  -0.222  0.800  -0.760  -0.21
H  5.458  -0.508  -2.699  0.16
C  -0.959  1.018  0.553  -0.61
H  -1.801  1.645  0.321  0.25
Br  0.072  2.103  1.831  0.02
H  5.871  1.693  -2.109  0.46
Br  -1.277  -0.481  -1.800  -0.01
H  -4.650  -1.818  1.168  0.22
H  3.998  -0.382  -1.709  0.18
H  1.270  -0.706  -0.771  0.23
C  1.232  0.366  -0.698  -0.65
O  -4.323  1.115  -0.396  -0.72
H  -4.140  0.410  2.777  0.19
H  -0.275  1.724  -1.305  0.22

Molecular formula: C10H19BClN3O5S
Method: DFT, wB97M-V/def2-TZVPD

Summary:
Frontier orbital gap: 8.8351 eV
Calculated total energy: -49413.724 eV
Maximum force: 2.35 eV/A

Each line ends with the natural charge from an NBO analysis.
Positions of all 40 atoms, in Å:
H  3.113  2.776  -0.259  0.22
C  -2.154  -1.456  0.359  -0.64
O  0.302  0.974  3.146  -0.90
O  0.920  3.113  -2.120  -0.86
C  1.817  2.837  1.429  -0.32
C  0.492  -3.338  -1.139  -0.61
H  0.557  4.005  -2.096  0.51
C  -2.230  -0.819  -1.019  -0.21
C  2.266  2.361  0.265  -0.26
S  3.098  -0.579  1.427  0.04
O  0.144  -1.351  2.792  -0.92
Cl  -0.345  -0.242  3.616  2.56
H  -2.637  0.184  -0.879  0.18
H  2.270  -0.981  2.427  0.20
H  1.037  -3.156  -2.061  0.21
H  -0.577  -3.311  -1.301  0.22
H  0.751  -4.349  -0.829  0.23
H  1.921  3.875  1.713  0.20
C  1.862  -0.124  0.305  -0.03
H  -1.734  -0.789  1.107  0.25
C  0.979  -2.428  -0.026  -0.23
N  -0.954  -0.797  -1.765  -0.63
H  1.255  2.142  2.049  0.26
N  0.516  1.027  -1.053  -0.59
H  -2.973  -1.353  -1.606  0.20
O  -1.764  -0.126  3.438  -0.85
H  2.031  -2.651  0.122  0.23
C  0.120  -0.281  -1.070  0.62
H  -1.543  2.904  -3.142  0.25
H  -2.149  1.550  -2.228  0.24
H  -1.634  -2.407  0.367  0.21
H  -1.053  -0.361  -2.670  0.39
C  1.583  1.131  -0.169  0.15
H  -1.976  3.162  -1.480  0.27
B  -0.028  2.202  -1.776  1.11
N  0.934  -0.989  -0.300  -0.29
H  0.497  -2.649  0.921  0.26
H  -3.173  -1.659  0.679  0.23
O  -0.010  -0.478  4.984  -0.83
C  -1.530  2.434  -2.158  -1.02

- What is the calculated total energy in the first record?
  -73877.773 eV

- The lowest calculated total energy belongs to which entry?
  C10H19BBr2O3